Molecular formula: C3H4O3
Method: DFT, ωB97M-V/def2-TZVPD

Results
* lowest unoccupied orbital energy: 0.035 eV
* HOMO energy: -10.09 eV
* frontier orbital gap: 10.13 eV
* energy above the lowest of the compared OMol25 structures with the same formula, charge and spin: 165.1 kJ/mol
* structure (SMILES): O=CC(O)C=O
* 2S+1: 1

Geometry as XYZ:
```
10
Properties=species:S:1:pos:R:3:forces:R:3
O 0.57759 -1.32437 -0.78742 0.064 0.108 -0.139
C -0.17703 -0.53366 0.08736 -0.153 -0.041 0.103
C -0.90246 0.57199 -0.68491 -0.432 0.236 0.136
O -1.98021 1.01771 -0.39334 0.465 -0.223 -0.128
C 0.68344 0.20317 1.11076 0.367 0.216 -0.123
O 1.75102 0.66952 0.79326 -0.389 -0.334 0.139
H 1.28087 -0.77718 -1.16169 0.115 -0.053 0.132
H -0.91209 -1.17369 0.58074 0.075 0.093 -0.037
H -0.30596 0.95870 -1.54158 -0.144 -0.043 0.040
H 0.26390 0.33773 2.12588 0.032 0.041 -0.123
```
Forces are in eV/Å.



Molecular formula: C5H7NO
Method: DFT, ωB97M-V/def2-TZVPD

Results
* lowest unoccupied orbital energy: 0.989 eV
* HOMO energy: -9.79 eV
* frontier orbital gap: 10.78 eV
* energy above the lowest of the compared OMol25 structures with the same formula, charge and spin: 112.7 kJ/mol
* structure (SMILES): [H]/N=C1\OC[C@H]2C[C@@H]12
* 2S+1: 1

Geometry as XYZ:
```
14
Properties=species:S:1:pos:R:3:forces:R:3
N -1.75307 0.71878 -1.66544 0.303 -0.071 0.082
C -0.78124 0.33687 -0.95778 -0.288 0.017 0.046
O 0.52950 0.35098 -1.35594 -0.095 0.040 -0.024
C 1.29885 -0.50073 -0.50167 0.144 -0.071 0.139
C 0.53316 -0.61129 0.80248 0.074 -0.247 -0.088
C -0.05709 0.60202 1.44154 0.058 0.175 0.097
C -0.86397 -0.18122 0.43646 -0.192 -0.063 -0.070
H -1.42720 0.99797 -2.59167 -0.030 -0.020 0.067
H 2.31362 -0.09668 -0.45961 -0.169 0.020 0.142
H 1.33001 -1.50533 -0.94176 0.141 0.135 -0.045
H 0.73644 -1.49245 1.40188 -0.175 0.105 -0.065
H 0.30382 1.59644 1.19297 -0.074 -0.159 -0.110
H -0.40108 0.49342 2.46731 0.209 0.000 -0.166
H -1.76175 -0.70877 0.73124 0.094 0.139 -0.005
```
Forces are in eV/Å.